This record from the Open Molecules 2025 dataset describes a cluster of 2 separate species, C2H2N2S3 in total in a non-equilibrium geometry. The level of theory is ωB97M-V/def2-TZVPD.

```
! wB97M-V def2-TZVPD RIJCOSX def2/J DEFGRID3
* xyz 0 1
C -0.9012 -1.4342 1.0776
C 1.2793 -2.3805 2.2584
N -0.5991 -0.2149 0.7969
N 0.3736 0.1316 0.0384
S -1.9567 -2.6135 1.1537
S 0.7834 -2.3493 3.7400
S 1.9045 -2.2019 0.8633
H -1.0507 0.3490 1.5099
H 0.6149 1.1363 -0.0568
*
```

Properties
Energy above the lowest of the compared OMol25 structures with the same formula, charge and spin = 426.5 kJ/mol
Gap between HOMO and LUMO (spin up / spin down) = 6.783 / 6.788 eV
Electronic energy = -1381.32113 Ha
Largest force on an atom = 3.05 eV/A
Molar mass = 150.25 Da